(1)
Formula: C30H36Br3N9O18
Source: the Open Molecules 2025 dataset
Level of theory: ωB97M-V/def2-TZVPD

```
96
Properties=species:S:1:pos:R:3:forces:R:3:mulliken_charge:R:1
C -8.861 0.970 -2.006 0.43 0.58 0.58 -0.7000
N -9.798 0.719 -3.148 1.89 1.42 -0.82 0.8820
O -9.457 1.025 -4.273 0.90 0.18 -0.10 -0.5285
O -10.860 0.279 -2.906 -2.60 -1.41 1.32 -0.5174
H -9.389 1.488 -1.205 -0.45 -0.36 -0.17 0.2924
H -8.058 1.657 -2.274 -0.04 -0.45 -0.56 0.3018
H -8.477 0.024 -1.624 -0.12 0.04 -0.27 0.2700
C -0.492 -1.054 -1.583 1.26 -0.30 0.53 -0.6591
N -1.807 -0.401 -1.534 0.10 -0.31 -0.25 0.8905
O -2.193 0.165 -2.500 0.06 1.29 -2.84 -0.5311
O -2.497 -0.496 -0.570 -0.42 -0.78 2.68 -0.5406
H -0.174 -1.254 -0.560 -0.24 -0.22 -0.15 0.2897
H 0.268 -0.420 -2.041 -0.48 0.26 -0.13 0.2773
H -0.554 -1.963 -2.181 -0.29 0.07 0.18 0.2732
C -6.752 -3.902 3.688 0.50 0.56 -2.09 -0.7047
N -6.254 -4.793 4.725 -0.26 0.04 1.15 0.8097
O -7.066 -4.822 5.666 2.10 -1.12 -0.46 -0.4874
O -5.157 -5.366 4.594 -2.43 0.98 0.64 -0.4994
H -7.710 -3.460 3.961 0.36 -0.29 0.08 0.3212
H -6.800 -4.464 2.755 -0.36 -0.27 0.12 0.2805
H -6.009 -3.149 3.424 0.10 0.11 0.56 0.2801
C 4.089 1.665 -8.461 -0.34 1.04 -0.16 -0.7406
N 4.687 0.574 -7.642 -1.88 0.92 1.06 0.8586
O 3.918 -0.107 -6.980 0.00 -0.26 -0.76 -0.5140
O 5.861 0.613 -7.484 2.23 -0.45 -0.19 -0.5021
H 3.399 2.167 -7.783 -0.33 -0.35 -0.22 0.2949
H 3.602 1.336 -9.379 0.01 -0.34 0.37 0.2698
H 4.833 2.428 -8.691 0.32 -0.56 -0.08 0.3330
C -5.246 5.615 1.717 0.47 1.22 0.72 -0.6174
N -6.601 6.171 2.002 -0.61 -1.14 1.04 0.8233
O -7.281 6.287 1.010 -0.71 0.53 0.14 -0.5038
O -6.959 6.367 3.176 0.71 -0.09 -2.02 -0.5141
H -5.271 4.572 1.401 -0.34 0.17 0.31 0.2546
H -4.703 5.819 2.640 0.33 -0.49 -0.28 0.2864
H -4.883 6.238 0.899 0.17 -0.21 0.09 0.2711
C -8.196 -4.894 -9.785 -1.08 -0.26 0.03 -0.2166
C -8.832 -4.480 -8.605 0.89 -1.07 -0.99 -0.5590
C -8.061 -4.310 -7.465 1.05 -0.28 0.72 -0.1336
C -6.684 -4.623 -7.472 -1.32 0.04 -1.69 -0.0294
C -6.098 -5.003 -8.754 1.51 0.53 4.61 -0.2367
C -6.838 -5.122 -9.857 -0.53 0.16 -0.90 -0.4744
N -5.931 -4.593 -6.178 0.86 1.05 1.22 0.8974
O -6.471 -4.169 -5.113 0.87 -1.27 -3.08 -0.5588
O -4.741 -4.921 -6.246 -1.72 0.22 0.12 -0.5567
H -8.752 -5.193 -10.661 -0.44 0.36 -0.02 0.3344
H -9.908 -4.537 -8.535 -0.05 0.58 -0.06 0.3441
H -8.549 -4.007 -6.551 0.16 -0.07 0.19 0.4261
H -5.045 -5.243 -8.765 0.10 0.05 0.06 0.3992
H -6.328 -5.430 -10.758 -0.29 -0.04 -0.20 0.3640
C 9.021 1.762 -1.906 0.57 0.42 -0.29 -0.4749
C 10.367 2.039 -2.183 -0.09 -0.23 0.02 -0.3082
C 10.902 3.286 -1.928 -0.08 0.47 0.54 -0.3021
C 10.079 4.272 -1.419 -0.84 0.60 -1.11 0.2033
C 8.674 4.100 -1.415 1.32 0.21 1.81 -0.5193
C 8.187 2.805 -1.521 0.20 -0.05 -0.27 -0.2487
N 10.742 5.569 -1.026 -0.12 1.03 1.27 0.9299
O 10.072 6.504 -0.589 -0.48 -1.20 -0.80 -0.5813
O 11.958 5.633 -1.018 -0.22 -0.80 -0.64 -0.5737
H 8.600 0.773 -2.015 0.17 -0.11 -0.02 0.3722
H 11.083 1.323 -2.560 -0.35 -0.46 -0.02 0.3456
H 11.948 3.522 -2.060 0.05 -0.20 -0.01 0.4176
H 8.039 4.878 -1.018 0.01 0.21 -0.23 0.3752
H 7.161 2.594 -1.259 -0.14 0.11 -0.24 0.3647
C 1.815 7.082 7.259 0.71 -0.91 0.29 -0.2430
C 1.017 7.438 6.164 1.57 0.80 1.54 -0.5328
C 1.200 6.800 4.983 -2.17 0.02 -2.34 -0.1012
C 2.027 5.718 4.811 -0.10 -0.16 0.46 -0.0849
C 2.804 5.389 5.874 0.92 -1.31 1.65 -0.1101
C 2.701 5.997 7.165 -0.77 0.24 -2.31 -0.5939
N 1.921 4.733 3.670 -1.95 1.15 -1.62 0.9416
O 1.171 4.964 2.723 -0.08 1.68 0.78 -0.5887
O 2.450 3.674 3.708 2.08 -1.49 1.58 -0.5621
H 1.793 7.639 8.184 -0.36 0.00 0.11 0.3668
H 0.412 8.327 6.263 -0.31 -0.16 -0.25 0.3547
H 0.537 7.095 4.183 0.07 -0.06 -0.35 0.3788
H 3.441 4.535 5.698 0.21 -0.18 0.43 0.4007
H 3.241 5.557 7.990 0.16 0.37 0.02 0.3739
C 1.862 -4.711 6.114 0.69 1.64 -1.22 -0.4875
C 1.884 -3.292 6.054 0.73 -0.80 1.25 -0.4052
C 2.817 -2.597 6.846 0.79 -1.49 -0.11 -0.3146
C 3.867 -3.351 7.494 -1.95 1.81 -0.02 0.2179
C 3.781 -4.735 7.569 1.78 0.99 0.09 -0.3943
C 2.837 -5.376 6.827 -1.19 -0.98 -0.08 -0.2809
N 4.893 -2.555 8.251 0.63 1.40 1.09 0.8722
O 4.922 -1.291 8.075 -0.03 -3.82 0.39 -0.5426
O 5.618 -3.172 9.059 -1.44 1.35 -1.91 -0.5336
H 1.251 -5.261 5.414 -0.38 -0.06 0.26 0.3611
H 1.199 -2.735 5.431 -0.20 -0.05 0.14 0.3771
H 2.728 -1.526 6.948 0.47 0.01 -0.12 0.3883
H 4.550 -5.305 8.068 0.02 0.11 0.20 0.3894
H 2.816 -6.456 6.823 0.09 -0.11 0.04 0.3538
C 4.073 -7.195 0.555 0.27 0.42 -0.35 -0.3131
Br 4.967 -5.487 0.915 -0.27 -0.48 -0.19 -0.0156
Br 5.333 -8.499 -0.160 -0.45 0.38 0.15 -0.0055
Br 2.538 -6.916 -0.673 0.86 -0.30 0.92 -0.0080
H 3.789 -7.549 1.545 -0.42 -0.02 -0.52 0.3411
```
Positions in Å, forces in eV/Å.

Properties
LUMO energy = -0.86 eV
Calculated total energy = -10732.9330 Eh
HOMO energy = -0.3725 Ha
Kohn-Sham gap = 9.28 eV

=====

(2)
Formula: C30H36CuN4O3PS3
Source: the Open Molecules 2025 dataset
Level of theory: ωB97M-V/def2-TZVPD

```
78
Properties=species:S:1:pos:R:3:forces:R:3:mulliken_spin:R:1
Cu 0.081 0.793 -0.988 -0.17 1.38 0.51 0.6312
C 0.085 3.132 -2.981 0.01 0.05 0.07 -0.0044
C 1.502 2.603 -2.789 0.11 0.06 -0.09 -0.0075
N 1.669 2.001 -1.465 -0.38 -1.00 0.38 0.1076
C 2.101 2.813 -0.320 -0.02 0.09 -0.03 -0.0207
C 1.086 3.865 0.123 -0.08 -0.07 0.00 0.0059
S -0.542 3.201 0.621 0.11 -0.12 -0.12 -0.0022
C -1.653 3.867 -0.651 -0.12 0.11 -0.04 0.0008
C -2.043 2.891 -1.758 0.02 0.02 0.07 -0.0086
N -0.875 2.227 -2.341 -0.04 -0.15 0.07 0.0860
H -0.121 3.268 -4.045 -0.02 -0.05 0.00 0.0018
H -0.008 4.115 -2.525 0.02 -0.02 -0.01 -0.0004
H 2.228 3.404 -2.953 0.04 -0.03 0.02 0.0033
H 1.716 1.818 -3.517 -0.04 0.00 -0.02 0.0023
H 2.184 1.127 -1.534 0.81 0.58 -0.16 0.0019
H 3.041 3.327 -0.546 0.04 -0.03 -0.07 0.0028
H 2.289 2.126 0.509 -0.02 0.00 0.00 0.0039
H 0.936 4.619 -0.649 -0.01 0.01 0.03 -0.0003
H 1.495 4.379 0.992 0.03 -0.02 0.00 -0.0001
H -1.230 4.790 -1.049 0.05 -0.01 0.05 -0.0004
H -2.557 4.176 -0.127 -0.03 -0.04 -0.01 0.0004
H -2.611 3.430 -2.524 -0.02 0.04 0.01 0.0043
H -2.689 2.113 -1.351 0.02 -0.01 -0.01 0.0027
H -1.195 1.509 -2.986 0.03 0.05 -0.03 -0.0026
O -1.096 -0.468 -2.383 -0.09 -0.43 -0.44 -0.0028
S -1.938 -0.873 -1.241 -0.10 -0.74 -0.46 -0.0205
O -3.331 -1.064 -1.503 0.00 0.02 0.08 0.0018
O -1.635 0.091 -0.160 -0.03 0.28 0.54 0.0614
C -1.231 -2.429 -0.750 0.05 0.07 -0.08 -0.0078
C -2.030 -3.558 -0.852 -0.06 0.05 0.04 -0.0003
C -1.498 -4.810 -0.587 0.10 -0.03 0.03 0.0005
C -0.163 -4.931 -0.227 -0.08 0.00 -0.02 0.0006
C 0.630 -3.799 -0.121 -0.01 0.00 0.04 0.0042
C 0.116 -2.531 -0.387 0.02 -0.07 0.13 0.0048
P 1.266 -1.121 -0.170 -0.20 -0.19 -0.31 0.0814
C 2.092 -1.554 1.388 0.20 0.14 -0.19 0.0136
C 3.472 -1.741 1.494 -0.06 -0.05 0.04 0.0093
C 4.020 -2.135 2.705 -0.02 -0.01 0.01 -0.0046
C 3.201 -2.350 3.806 0.00 0.00 -0.02 0.0097
C 1.830 -2.172 3.696 -0.01 0.04 -0.01 -0.0047
C 1.276 -1.772 2.490 -0.20 0.09 0.15 0.0090
C 2.499 -1.315 -1.500 -0.02 0.02 -0.01 0.0050
C 3.656 -0.526 -1.477 0.00 -0.03 -0.08 0.0152
C 4.552 -0.557 -2.536 -0.02 0.01 0.03 -0.0027
C 4.296 -1.364 -3.636 -0.01 0.00 0.00 0.0066
C 3.143 -2.135 -3.674 -0.01 0.00 0.01 -0.0039
C 2.245 -2.111 -2.615 0.02 0.03 0.01 0.0073
H -3.064 -3.440 -1.143 0.01 0.00 -0.02 0.0000
H -2.125 -5.688 -0.665 0.01 0.00 0.00 0.0000
H 0.262 -5.903 -0.019 -0.01 0.00 0.00 0.0003
H 1.664 -3.903 0.186 -0.01 0.00 -0.01 0.0006
H 4.122 -1.618 0.641 0.00 -0.01 0.02 0.0015
H 5.088 -2.285 2.783 0.00 0.00 0.00 0.0000
H 3.633 -2.659 4.749 0.00 0.00 0.00 0.0005
H 1.185 -2.327 4.549 0.00 0.00 0.00 0.0000
H 0.204 -1.627 2.419 -0.05 0.06 0.06 0.0053
H 3.869 0.109 -0.622 0.02 0.00 0.00 0.0003
H 5.451 0.044 -2.498 0.00 0.00 0.00 -0.0001
H 4.995 -1.392 -4.461 0.00 0.00 0.00 0.0003
H 2.938 -2.760 -4.532 0.00 0.00 0.00 -0.0001
H 1.347 -2.712 -2.662 -0.01 0.00 0.00 0.0005
C -4.781 2.749 2.343 0.03 -0.01 0.00 0.0000
C -3.878 1.577 2.555 -0.03 0.09 0.00 0.0013
C -4.237 0.279 2.391 -0.04 -0.08 -0.01 -0.0001
C -3.259 -0.712 2.650 0.07 0.05 0.01 -0.0012
N -2.035 -0.428 3.033 0.14 -0.19 -0.11 -0.0003
C -1.649 0.864 3.163 0.18 0.30 0.10 -0.0003
S -0.111 1.363 3.594 -0.14 -0.22 -0.07 0.0001
N -2.605 1.834 2.935 0.02 -0.03 -0.05 0.0002
C -3.609 -2.154 2.468 -0.01 0.00 -0.01 0.0005
H -5.800 2.418 2.165 0.00 -0.01 0.00 0.0000
H -4.453 3.331 1.480 0.02 0.01 0.00 0.0000
H -4.771 3.405 3.215 0.00 0.00 0.00 0.0000
H -5.236 0.012 2.081 0.00 0.01 0.00 0.0001
H -2.291 2.786 3.071 0.02 -0.02 0.00 0.0000
H -4.547 -2.391 2.972 0.00 0.00 0.00 -0.0001
H -2.813 -2.787 2.849 0.01 0.00 -0.01 0.0000
H -3.754 -2.353 1.403 -0.01 -0.01 -0.01 -0.0003
```
Positions in Å, forces in eV/Å.

Properties
Spin multiplicity = 2
ΔE to the lowest compared entry with this formula, charge and spin = 0.5007 eV
LUMO energy (spin up / spin down) = -2.05 / -4.05 eV
Calculated total energy = -4785.7807 Eh
Charge = +1
HOMO energy (spin up / spin down) = -0.3679 / -0.3679 Ha
Kohn-Sham gap (spin up / spin down) = 7.97 / 5.96 eV

=====

The highest calculated total energy belongs to which entry?
C30H36CuN4O3PS3

=====

The lowest calculated total energy belongs to which entry?
C30H36Br3N9O18

=====

Which of these has the highest calculated total energy?
C30H36CuN4O3PS3